The following is a quantum chemistry calculation of the molecule C15H19N3O2, from OMol25.

Structure (XYZ):
```
39
Properties=species:S:1:pos:R:3:lowdin_charge:R:1
C -5.2656 -1.0787 -1.2871 -0.064
C -5.4477 -0.4608 0.0965 -0.248
O -4.3654 -0.7353 0.9629 -0.050
C -3.2005 -0.0452 0.8390 -0.268
C -2.9636 1.0070 -0.0402 -0.012
C -1.7325 1.6393 -0.0483 -0.025
C -0.7120 1.2498 0.8073 -0.262
C 0.6269 1.9229 0.7530 -0.049
C 1.5206 1.3975 -0.3633 -0.483
O 2.3534 2.0948 -0.9154 0.028
N 1.3398 0.1002 -0.6705 0.086
C 2.1165 -0.5819 -1.6788 -0.167
C 3.1230 -1.5707 -1.0782 -0.118
C 4.0459 -0.9515 -0.0812 -0.272
C 4.6932 -1.5074 0.9905 -0.131
N 5.4668 -0.5791 1.6106 0.042
C 5.2969 0.5232 0.9361 -0.210
N 4.4557 0.3547 -0.1104 0.112
C -0.9548 0.1953 1.6838 -0.048
C -2.1768 -0.4421 1.7022 0.005
H -5.1259 -2.1528 -1.1944 0.079
H -4.3962 -0.6616 -1.7896 0.066
H -6.1479 -0.8882 -1.8918 0.077
H -6.3110 -0.9136 0.5922 0.123
H -5.6215 0.6198 0.0231 0.116
H -3.7270 1.3519 -0.7195 0.105
H -1.5650 2.4553 -0.7363 0.122
H 0.5221 2.9987 0.6026 0.128
H 1.1713 1.7672 1.6886 0.132
H 0.6646 -0.4360 -0.1468 0.136
H 2.6348 0.1886 -2.2549 0.121
H 1.4385 -1.1191 -2.3499 0.123
H 2.5900 -2.3887 -0.5875 0.117
H 3.7019 -2.0036 -1.9008 0.117
H 4.6494 -2.5167 1.3483 0.097
H 5.7632 1.4603 1.1648 0.112
H 4.0901 1.0836 -0.7097 0.121
H -0.1798 -0.1235 2.3672 0.120
H -2.3711 -1.2536 2.3855 0.119
```

Calculated values
Structure (SMILES): CCOc1ccc(CC(=O)NCCc2cnc[nH]2)cc1
HOMO-LUMO gap (eV): 8.879
E (eV): -24429.447